# 1
Molecular formula: C2H6N4OS
Method: DFT, ωB97M-V/def2-TZVPD

Atoms and positions in Å:
S (-0.315, -1.353, -0.758)
O (-0.313, 1.755, -0.616)
N (-1.042, 1.043, 0.342)
N (-2.766, -0.460, -0.025)
N (2.286, 0.464, -0.636)
N (0.950, -1.238, 0.367)
C (-1.541, -0.189, -0.128)
C (1.966, -0.325, 0.308)
H (-1.855, 1.613, 0.614)
H (0.824, -1.750, 1.235)
H (1.647, 0.363, -1.424)
H (2.538, -0.342, 1.233)
H (0.589, 1.827, -0.254)
H (-2.968, -1.408, -0.258)

Force components x, y, z for each atom (eV/Å):
S 0.21 0.03 0.12
O 0.38 0.20 -0.18
N -0.88 -0.28 0.35
N -0.02 0.82 0.03
N -0.10 -0.15 0.41
N -1.04 -0.65 0.03
C 0.62 0.39 0.20
C 0.54 0.47 -0.15
H 0.49 -0.23 -0.14
H 0.07 0.28 -0.36
H -0.01 -0.08 -0.10
H 0.21 0.12 -0.05
H -0.31 -0.07 -0.08
H -0.16 -0.87 -0.10

Net charge: 0
Kohn-Sham gap in eV: 10.18
SMILES: [H]/N=C\NS/C(=N\[H])NO

# 2
Molecular formula: C2H6N4OS
Method: DFT, ωB97M-V/def2-TZVPD

Atoms and positions in Å:
S (0.305, 1.292, -0.278)
O (-2.134, -0.133, 0.519)
N (1.775, -1.247, -1.112)
N (0.608, 1.189, 2.308)
N (-1.034, -0.329, 1.436)
N (-0.023, 0.203, -1.473)
C (-0.023, 0.671, 1.275)
C (0.868, -0.810, -1.920)
H (-0.980, 0.231, -1.958)
H (-1.381, -0.143, 2.447)
H (0.704, -1.227, -2.935)
H (-1.984, -0.872, -0.158)
H (1.328, 1.817, 2.129)
H (1.971, -0.642, -0.280)

Force components x, y, z for each atom (eV/Å):
S 0.73 1.32 -1.35
O 0.97 -1.50 -0.62
N 0.13 0.69 -1.90
N -3.87 -3.03 -1.28
N -0.06 1.45 1.93
N -2.53 -0.68 -2.50
C 0.79 0.39 2.92
C 1.10 -0.14 3.20
H 2.16 0.29 1.04
H 0.32 -0.76 -2.22
H -0.10 0.19 0.87
H -0.35 1.37 1.58
H 1.61 1.13 -0.90
H -0.90 -0.73 -0.75

Net charge: 0
Kohn-Sham gap in eV: 9.74
SMILES: [H]/N=C\NS/C(=N\[H])NO

# 3
Molecular formula: C2H6N4S
Method: DFT, ωB97M-V/def2-TZVPD

Atoms and positions in Å:
S (-0.308, -1.314, -1.693)
N (0.118, 1.114, -0.158)
N (1.547, 1.152, -0.085)
N (0.975, -0.626, 0.969)
N (1.900, 0.178, 0.693)
C (-1.538, -0.541, 0.725)
C (-0.150, -0.159, 0.227)
H (-0.288, 1.605, -0.975)
H (-1.323, -1.542, 1.082)
H (-2.215, -0.492, -0.144)
H (-1.714, 0.219, 1.497)
H (1.947, 2.100, 0.003)
H (1.049, -1.695, -2.141)

Force components x, y, z for each atom (eV/Å):
S 2.40 -0.47 -0.12
N 0.86 1.94 0.04
N -1.47 1.27 -1.27
N -0.34 0.84 -1.08
N 1.91 -0.36 1.53
C 1.74 0.91 -0.69
C -1.67 -1.88 -1.54
H 0.40 -1.09 0.73
H -0.90 -0.15 0.29
H -0.07 -0.14 0.82
H -0.65 -0.56 0.04
H 0.05 -1.12 0.26
H -2.25 0.80 0.97

Net charge: 0
Kohn-Sham gap in eV: 8.60
SMILES: C[C@]1(S)N=NNN1

# 4
Molecular formula: C2H6N4S
Method: DFT, ωB97M-V/def2-TZVPD

Atoms and positions in Å:
S (-2.550, -0.388, 0.201)
N (0.832, 1.549, -0.202)
N (1.598, -0.848, 0.632)
N (-1.003, 0.099, -0.417)
N (0.786, -1.527, -0.315)
C (-0.315, -1.050, -0.829)
C (-0.492, 1.308, -0.149)
H (-0.995, -1.692, -1.402)
H (1.779, 0.103, 0.238)
H (-1.292, 2.159, 0.010)
H (2.533, -1.399, 0.699)
H (-1.992, -0.758, 1.436)
H (1.111, 2.446, 0.098)

Force components x, y, z for each atom (eV/Å):
S 1.03 0.50 1.22
N -4.05 -2.02 -0.43
N 1.07 -1.32 -1.11
N -1.55 -0.24 -0.19
N -0.90 0.33 -1.01
C 2.75 -1.45 1.85
C 2.97 3.78 0.27
H 0.88 -0.01 0.01
H -0.29 -0.39 0.66
H 1.56 -1.87 0.08
H -2.35 1.11 -0.36
H -0.86 0.18 -1.04
H -0.26 1.41 0.05

Net charge: 0
Kohn-Sham gap in eV: 8.97
SMILES: [H]/N=C/N(S)/C=N\N

# 5
Molecular formula: C2H6N4S
Method: DFT, ωB97M-V/def2-TZVPD

Atoms and positions in Å:
S (-1.345, 1.235, 2.243)
N (-1.098, -1.270, 0.353)
N (0.536, -1.102, -1.870)
N (1.706, 0.638, -0.883)
N (-0.328, 0.933, 0.860)
C (-0.361, -0.281, 0.172)
C (0.735, -0.197, -0.879)
H (1.249, -1.306, -2.526)
H (1.638, 1.265, -0.099)
H (-1.931, -1.079, 0.887)
H (-0.112, -1.864, -1.673)
H (-0.359, 1.279, 3.153)
H (-0.331, 1.748, 0.261)

Force components x, y, z for each atom (eV/Å):
S 0.32 -0.30 -0.68
N -0.29 -0.93 -0.98
N -0.93 -0.74 0.32
N -0.51 -0.45 -0.47
N -1.38 0.86 1.25
C 0.84 1.56 0.11
C 0.45 -0.51 -0.30
H 0.70 0.14 -0.38
H 0.17 0.00 0.37
H 0.08 0.04 0.79
H 0.25 0.49 0.03
H 0.01 -0.06 -0.05
H 0.30 -0.10 -0.03

Net charge: 0
Kohn-Sham gap in eV: 10.01
SMILES: [H]/N=C(NS)/C(N)=N\[H]

# 6
Molecular formula: C2H6N4S2
Method: DFT, ωB97M-V/def2-TZVPD

Atoms and positions in Å:
S (-0.902, -1.642, 0.523)
S (0.875, -1.732, -0.494)
N (3.067, -0.049, 0.000)
N (-3.118, -0.440, 0.194)
N (1.086, 0.689, 0.739)
N (-1.273, 0.703, -0.703)
C (-1.895, -0.185, -0.045)
C (1.865, -0.332, 0.128)
H (1.857, 1.064, 1.333)
H (-3.652, 0.393, -0.342)
H (3.527, -0.687, -0.604)
H (-0.140, 0.867, -0.647)
H (0.410, 0.087, 1.400)
H (-1.707, 1.264, -1.482)

Force components x, y, z for each atom (eV/Å):
S 0.12 0.17 0.63
S 0.37 0.56 -0.23
N 1.09 -0.13 -0.64
N -1.55 2.81 -1.90
N -0.27 -2.77 3.08
N 4.94 4.99 -4.08
C -1.19 -4.31 1.37
C -2.05 0.70 0.15
H -1.23 0.56 -0.28
H 0.90 -2.14 1.87
H 0.96 -0.92 -0.42
H -3.80 -0.69 0.29
H 1.44 2.14 -1.41
H 0.28 -0.99 1.59

Net charge: 0
Kohn-Sham gap in eV: 9.37
SMILES: [H]/N=C(/N)SS/C(N)=N/[H]

# 7
Molecular formula: C2H6N5
Method: DFT, ωB97M-V/def2-TZVPD

Atoms and positions in Å:
N (0.546, 0.003, -0.251)
N (-2.865, -0.873, -0.536)
N (-0.881, 1.834, 0.344)
N (-0.358, -0.757, 0.517)
N (-1.820, 1.054, 0.329)
C (-2.020, -0.167, -0.131)
C (0.171, 1.484, -0.527)
H (-3.117, -1.839, -0.852)
H (-0.377, -0.267, 1.381)
H (0.923, 2.232, -0.418)
H (-0.355, 1.649, -1.460)
H (0.547, -0.543, -1.223)
H (1.505, -0.040, 0.083)

Force components x, y, z for each atom (eV/Å):
N 0.43 -0.99 -4.22
N -2.61 -2.58 -1.73
N 0.66 0.27 1.14
N -0.96 -0.50 -1.27
N -2.77 0.80 -0.18
C 2.94 -0.18 2.19
C -0.98 0.99 0.14
H 0.82 1.60 0.76
H -0.06 0.19 1.41
H 1.24 -0.22 0.05
H 0.71 -0.84 -1.06
H 0.36 1.58 2.33
H 0.24 -0.11 0.43

Spin multiplicity: 3
Net charge: +1
Kohn-Sham gap (alpha / beta) in eV: 8.86 / 7.74

# 8
Molecular formula: C2H6N6
Method: DFT, ωB97M-V/def2-TZVPD

Atoms and positions in Å:
N (0.935, -1.338, -1.241)
N (1.595, -0.467, -0.410)
N (-0.649, -0.021, -0.266)
N (-0.245, 2.058, 1.375)
N (0.951, 1.365, 1.068)
N (-1.399, -1.998, -1.275)
C (0.709, 0.492, 0.071)
C (-0.572, -1.170, -0.937)
H (-0.612, 1.660, 2.394)
H (-1.460, 0.475, -0.074)
H (0.807, -2.414, -0.409)
H (2.326, 0.093, -0.968)
H (-0.019, 3.149, 1.403)
H (-2.366, -1.884, -0.732)

Force components x, y, z for each atom (eV/Å):
N -3.31 -6.07 3.23
N 2.18 3.89 -1.04
N 4.09 1.63 0.73
N -1.39 1.55 2.70
N 0.17 -2.04 -3.73
N -4.65 -2.34 0.76
C -2.89 0.37 4.24
C 3.47 1.76 -0.56
H 1.44 1.86 -3.18
H -1.35 1.00 0.54
H 1.20 3.23 -3.50
H -1.03 -1.49 1.07
H -0.60 -3.32 0.57
H 2.68 -0.02 -1.85

Net charge: 0
Kohn-Sham gap in eV: 9.46

# 9
Molecular formula: C2H6N6
Method: DFT, ωB97M-V/def2-TZVPD

Atoms and positions in Å:
N (0.738, -1.291, 0.310)
N (1.321, -0.306, -0.614)
N (-1.289, -2.256, 0.487)
N (-1.250, -0.036, -0.019)
N (1.479, 1.902, -0.752)
N (-0.509, 1.118, 0.186)
C (0.766, 1.032, -0.299)
C (-0.624, -1.226, 0.213)
H (2.324, -0.080, -0.088)
H (-0.944, 1.921, -0.309)
H (1.170, 2.906, -0.736)
H (-2.308, -1.664, 0.488)
H (1.189, -2.174, 0.398)
H (-2.062, 0.155, 0.736)

Force components x, y, z for each atom (eV/Å):
N -0.44 2.94 -0.70
N 3.27 0.84 3.83
N -5.00 1.32 0.09
N -3.84 1.97 1.87
N 2.34 5.03 -0.95
N 0.91 2.22 -0.37
C -0.61 -3.18 -1.03
C 1.37 -2.14 1.49
H -2.81 -1.05 -2.32
H 0.13 -0.87 0.60
H 0.10 -1.55 0.19
H 2.41 -3.45 0.20
H -0.01 -0.58 -0.50
H 2.17 -1.50 -2.38

Net charge: 0
Kohn-Sham gap in eV: 8.96
SMILES: N=C1NNC(=N)NN1

# 10
Molecular formula: C2H6NO
Method: DFT, ωB97M-V/def2-TZVPD

Atoms and positions in Å:
O (1.566, -0.881, -0.392)
N (0.609, 0.885, 1.040)
C (-0.890, -0.667, -0.881)
C (0.476, -0.495, -0.380)
H (1.275, 1.659, 0.728)
H (-1.709, -0.380, -0.205)
H (-1.010, -1.744, -1.070)
H (-1.125, 0.052, -1.670)
H (-0.281, 1.207, 1.063)
H (1.088, 0.364, 1.768)

Force components x, y, z for each atom (eV/Å):
O -1.76 -0.26 -0.95
N 4.23 -0.16 -2.78
C -0.92 0.19 0.59
C 2.38 0.44 1.46
H -1.26 -1.36 0.40
H 0.72 -0.23 0.61
H 0.06 0.45 -0.62
H 0.60 -0.53 -0.68
H -3.19 1.29 1.48
H -0.87 0.16 0.48

Net charge: +1
Kohn-Sham gap in eV: 12.01

net charge of number 2 (C2H6N4OS)? 0